# 1
This record from the Open Molecules 2025 dataset describes C10H10CeN4O3Se5 as an isolated structure in a non-equilibrium geometry. The level of theory is the ωB97M-V functional and the def2-TZVPD basis.

## Properties
- HOMO-LUMO gap (spin up / spin down) (eV) = 5.19 / 5.24
- lowest unoccupied orbital energy (spin up / spin down) (hartree) = 0.04002 / 0.04081
- spin multiplicity = 2
- energy above the lowest of the compared OMol25 structures with the same formula, charge and spin (eV) = 1.068
- HOMO (spin up / spin down) (eV) = -4.10 / -4.13
- total charge = -1

XYZ file:
```
33
Properties=species:S:1:pos:R:3:mulliken_spin:R:1
Ce 0.1890 -2.0567 0.1980 1.005
N 2.5057 -1.0023 1.3721 0.000
C 3.3476 -0.1808 0.5000 -0.001
C 2.6450 0.0237 -0.9165 0.001
O 3.0542 1.0195 -1.5280 0.000
N 1.6799 -0.8498 -1.2914 -0.001
C 1.1982 -1.0094 -2.6041 -0.001
C -0.3069 -1.3306 -2.4911 0.001
O -1.2254 -0.7999 -3.0731 0.002
O -0.4517 -2.4672 -1.7104 -0.004
H 2.0672 -0.4483 2.1171 0.000
H 3.0506 -1.7205 1.8620 0.000
H 4.3189 -0.6916 0.3127 0.000
H 3.5937 0.8435 0.8662 0.000
H 1.7008 -1.8212 -3.1697 0.000
H 1.4615 -0.0949 -3.1711 -0.001
Se 1.6684 -4.6729 1.1021 0.000
Se 0.2615 -3.7167 2.6706 -0.004
Se -2.0159 -4.3389 2.0557 0.000
Se -2.9463 -2.6408 0.8278 -0.016
Se -1.8468 -0.5489 2.5652 -0.015
N -0.8563 0.0466 1.1100 0.008
C -1.4271 1.1542 0.5686 0.005
C -0.8310 1.9034 -0.4807 -0.001
C -1.3630 3.1296 -0.6692 0.005
C -2.5378 3.6263 -0.0069 -0.001
C -3.2451 2.8936 0.8905 0.003
C -2.6382 1.6429 1.2924 0.001
N -3.1095 0.9222 2.2863 0.014
H -0.0039 1.5158 -1.0887 0.001
H -0.9356 3.8105 -1.4345 0.001
H -2.8567 4.6322 -0.3407 0.000
H -4.1448 3.2273 1.3789 0.000
```

# 2
This record from the Open Molecules 2025 dataset describes one molecule with the formula C19H15Cl2N5S in a non-equilibrium geometry. The level of theory is the ωB97M-V functional and the def2-TZVPD basis.

## Properties
- structure (SMILES) = Cc1nnc(NCc2cccnc2-c2ccsc2)n1-c1cccc(Cl)c1Cl
- HOMO-LUMO gap (eV) = 8.48
- lowest unoccupied orbital energy (hartree) = 0.00805
- energy above the lowest of the compared OMol25 structures with the same formula, charge and spin (eV) = 0.000
- HOMO (eV) = -8.26
- total charge = 0

XYZ file:
```
42
Properties=species:S:1:pos:R:3:nbo_charge:R:1
Cl 1.8119 -4.0655 -3.1562 0.031
Cl 3.0726 -1.2220 -2.5805 0.046
N 2.4032 2.1295 0.3299 -0.355
N 3.4584 1.5522 0.9570 -0.282
N -2.9543 0.8190 1.6042 -0.432
S -4.3243 -1.0384 -2.2920 0.409
C 1.7213 1.2002 -0.2311 0.515
C 3.3343 0.2585 0.7956 0.344
C -3.1111 -0.0645 -3.0712 -0.400
C -3.8167 -0.4781 -0.6823 -0.335
C -2.3468 0.5969 -2.1442 -0.257
C -2.7662 0.4425 -0.7208 -0.138
C -2.6369 1.3627 2.7894 0.039
C -2.2796 1.1486 0.4837 0.180
C -1.6313 2.3292 2.8992 -0.255
C 0.0951 -3.0225 0.3438 -0.200
C 0.4287 -3.6852 -0.8127 -0.205
C 0.7137 -1.7870 0.6124 -0.182
C -0.8966 2.6901 1.7859 -0.164
C 1.3982 -3.1797 -1.6930 -0.045
C 1.9923 -1.9438 -1.4137 -0.044
C 1.6943 -1.2715 -0.2251 0.094
C -1.2006 2.0978 0.5367 -0.045
N 2.2518 -0.0401 0.0164 -0.423
N 0.5365 1.3463 -0.9701 -0.623
C 4.2585 -0.7573 1.3873 -0.660
C -0.3041 2.4642 -0.6025 -0.252
H -3.0282 0.1093 -4.1190 0.242
H -4.2860 -0.7868 0.2358 0.259
H -1.5633 1.2153 -2.5585 0.222
H -3.1855 1.0354 3.7055 0.199
H -1.3901 2.7277 3.8711 0.218
H -0.6348 -3.3844 1.0574 0.234
H -0.0718 -4.5988 -1.0738 0.236
H 0.4003 -1.2003 1.5098 0.239
H -0.0666 3.3573 1.8958 0.232
H 0.0914 0.4737 -1.2321 0.401
H 3.8372 -1.1454 2.3109 0.226
H 4.4061 -1.6238 0.6977 0.223
H 5.2285 -0.2388 1.5778 0.254
H -0.9063 2.7878 -1.4248 0.209
H 0.2667 3.3898 -0.4000 0.246
```

# 3
This record from the Open Molecules 2025 dataset describes one molecule with the formula C9H8BrNO4 in a non-equilibrium geometry. The level of theory is the ωB97M-V functional and the def2-TZVPD basis.

## Properties
- HOMO-LUMO gap (spin up / spin down) (eV) = 7.89 / 7.97
- lowest unoccupied orbital energy (spin up / spin down) (hartree) = 0.01038 / -0.06970
- spin multiplicity = 3
- HOMO (spin up / spin down) (eV) = -7.61 / -9.87
- total charge = 0

XYZ file:
```
23
Properties=species:S:1:pos:R:3:mulliken_spin:R:1
C -1.2533 2.6858 0.6487 0.002
C -2.1199 1.6203 0.8669 0.340
C 0.0441 2.1767 0.3305 0.410
C -1.3930 0.3465 0.6678 0.089
C 0.0120 -2.0572 -1.0855 0.031
C 0.7974 -1.5281 -2.2536 -0.006
C 2.3812 0.2067 0.8689 0.017
C 0.7781 -1.6078 0.1584 0.004
C 1.0043 -0.1591 0.3971 0.555
N 0.0200 0.8011 0.3638 0.067
O 3.1690 -0.5747 1.2931 0.194
O 1.0214 -0.4622 -2.7001 0.001
O 1.2436 2.8488 0.2883 0.020
O -1.6267 -0.8125 0.6537 0.219
Br 1.2951 -3.0859 -3.5553 0.004
H -1.5190 3.6932 0.6732 0.007
H -3.2206 1.8827 1.1050 -0.002
H -0.0320 -3.1736 -1.0429 -0.004
H 2.5939 1.2750 0.9954 -0.006
H 0.2484 -1.9998 0.9897 0.041
H 1.9005 -2.0382 0.1734 0.004
H 1.4273 2.8800 -0.6450 0.012
H -0.9743 -1.7850 -1.1967 0.001
```

# 4
This record from the Open Molecules 2025 dataset describes C43H36ClN4O3P2PtSeTe as an isolated structure in a non-equilibrium geometry. The level of theory is the ωB97M-V functional and the def2-TZVPD basis.

## Properties
- HOMO-LUMO gap (eV) = 4.74
- lowest unoccupied orbital energy (hartree) = -0.19110
- energy above the lowest of the compared OMol25 structures with the same formula, charge and spin (eV) = 1.948
- HOMO (eV) = -9.94
- total charge = +1

XYZ file:
```
92
Properties=species:S:1:pos:R:3:mulliken_charge:R:1
Pt -0.0105 0.2086 0.7268 3.189
Cl -3.7219 1.6109 7.2259 -0.226
C -3.0317 1.5114 5.6373 -0.035
C -2.6759 2.6777 4.9555 -0.781
C -2.1199 2.6055 3.7007 -0.632
C -1.8881 1.3766 3.0466 -0.569
O -1.3735 1.4116 1.8394 -0.333
C -2.2784 0.2147 3.7437 1.609
C -2.1690 -1.1047 3.1888 -0.452
O -1.6969 -1.3968 2.0986 -0.527
C -2.8395 0.3015 5.0311 -1.021
H -2.8363 3.6390 5.4258 0.458
H -1.8475 3.5108 3.1772 0.359
H -2.5732 -1.9053 3.8352 0.201
H -3.1295 -0.6100 5.5409 0.442
Te 0.8911 2.5824 -2.5601 0.482
C -0.2455 3.9217 -1.4009 0.329
C -1.0749 4.8546 -2.0001 -0.445
C -1.6663 5.8050 -1.1750 -0.498
N -1.4687 5.8626 0.1373 -0.630
C -0.6534 4.9653 0.6821 -0.654
C -0.0123 3.9646 -0.0369 0.010
C 0.3568 0.7295 -1.8011 -0.781
P 1.5423 -0.2308 -0.8143 -0.128
C 3.1858 0.4704 -0.9998 1.282
C 3.6854 0.8140 -2.2544 -0.562
C 5.0109 1.1873 -2.3860 -1.015
C 5.8412 1.2077 -1.2710 -0.635
C 5.3503 0.8370 -0.0295 -0.575
C 4.0221 0.4597 0.1058 0.037
C 1.9183 -1.9315 -1.2994 1.239
C 2.2210 -2.2555 -2.6173 -0.584
C 2.6842 -3.5280 -2.9232 -0.793
C 2.8809 -4.4535 -1.9080 -0.806
C 2.5990 -4.1135 -0.5906 -0.327
C 2.1072 -2.8556 -0.2858 -0.566
P -1.2604 0.3618 -1.2088 -0.664
C -2.0019 -1.0249 -2.0794 0.959
C -3.1974 -1.5287 -1.5712 -0.701
C -3.8505 -2.5397 -2.2512 -0.741
C -3.3216 -3.0410 -3.4357 -0.547
C -2.1333 -2.5347 -3.9398 -0.804
C -1.4658 -1.5257 -3.2583 -0.035
C -2.4461 1.6646 -1.5358 0.941
C -2.8368 1.8993 -2.8562 -0.581
C -3.8062 2.8483 -3.1214 -0.844
C -4.4038 3.5405 -2.0719 -0.599
C -4.0278 3.2914 -0.7606 -0.608
C -3.0417 2.3544 -0.4825 -0.302
H -1.2765 4.8521 -3.0627 0.423
H -2.3281 6.5532 -1.5977 0.415
H -0.4805 5.0495 1.7474 0.518
H 0.6492 3.2718 0.4686 0.383
H 3.0639 0.7541 -3.1429 0.402
H 5.3999 1.4538 -3.3597 0.435
H 6.8773 1.5004 -1.3780 0.411
H 5.9976 0.8312 0.8378 0.485
H 3.6451 0.1486 1.0650 -0.029
H 2.1049 -1.5242 -3.4099 0.313
H 2.9126 -3.7864 -3.9492 0.481
H 3.2608 -5.4392 -2.1431 0.422
H 2.7542 -4.8342 0.2024 0.508
H 1.8620 -2.5905 0.7294 0.224
H -3.6095 -1.1344 -0.6494 0.399
H -4.7790 -2.9349 -1.8610 0.478
H -3.8439 -3.8242 -3.9694 0.432
H -1.7287 -2.9157 -4.8683 0.469
H -0.5410 -1.1273 -3.6554 0.291
H -2.3988 1.3322 -3.6699 0.429
H -4.1115 3.0362 -4.1424 0.444
H -5.1725 4.2733 -2.2813 0.438
H -4.4956 3.8307 0.0523 0.500
H -2.7208 2.1631 0.5341 0.493
Se 1.0867 0.3416 2.9316 -0.327
C 2.7589 -0.5789 3.1301 -0.010
C 2.8577 -1.9643 3.1583 -0.072
C 4.0938 -2.5438 3.4063 -0.557
N 5.2008 -1.8479 3.6505 -0.632
C 5.0899 -0.5215 3.6698 -0.374
C 3.9061 0.1563 3.4187 -0.516
H 1.9846 -2.5841 2.9960 0.588
H 4.1963 -3.6239 3.4219 0.394
H 5.9950 0.0315 3.8969 0.450
H 3.8758 1.2377 3.4521 0.413
N -1.4682 -4.1574 1.0477 -0.446
C -1.0002 -3.6753 -0.1309 -0.050
N -0.9165 -4.5585 -1.1681 -0.385
O -0.6375 -2.5107 -0.2682 0.544
H -1.9271 -5.0497 1.0934 0.185
H -1.7093 -3.4351 1.7149 0.157
H -1.1283 -5.5341 -1.0715 0.178
H -0.4900 -4.2313 -2.0188 0.159
```

Calculated values (eV) of DFT total energy for the records, taken in order: -362300.2107 -63276.4489 -89181.5866 -164258.4327.